<a>
13
Properties=species:S:1:pos:R:3 method="wB97M-V/def2-TZVPD" homo_lumo_gap_ev=8.79 homo_ha=-0.322
N -2.278 0.656 -1.092
C -0.248 -0.747 0.101
N -1.073 0.580 -1.749
H -2.025 -1.424 -0.033
H -2.900 1.443 -1.376
H -2.201 0.769 -0.096
S 1.990 0.580 0.932
N -1.194 -1.560 0.573
N 0.847 -0.721 0.933
H 1.154 1.722 1.139
H 1.028 0.257 -1.431
C -0.064 0.237 -0.992
H 0.866 -1.664 1.579


<b>
13
Properties=species:S:1:pos:R:3 method="wB97M-V/def2-TZVPD" smiles="NN1N=CCN1S" homo_lumo_gap_ev=9.05 homo_ha=-0.296
H -0.583 2.045 -1.356
N -0.740 0.414 -0.150
H 1.173 0.700 2.393
N 0.192 -0.803 -0.516
H -2.140 1.488 -1.067
H 2.258 -0.384 0.202
N -0.277 1.058 0.888
H 1.455 -1.655 1.040
C 1.262 -0.645 0.545
C 0.774 0.527 1.362
N -1.168 1.257 -1.145
H -1.487 -1.748 -1.586
S -0.718 -2.255 -0.610


<c>
13
Properties=species:S:1:pos:R:3 method="wB97M-V/def2-TZVPD" smiles="[H]/N=C(/NN)SN=C" homo_lumo_gap_ev=9.66 homo_ha=-0.333
H -0.607 -1.631 -0.824
N 2.977 -0.220 -0.336
H -3.268 1.497 1.022
N -2.019 0.123 0.209
S -0.686 1.124 0.168
C -3.061 0.534 0.835
N 0.338 -1.332 -0.582
H 3.107 -0.037 -1.314
H -3.784 -0.169 0.977
H 1.703 0.845 0.664
H 2.914 -1.190 -0.070
C 0.580 -0.098 -0.361
N 1.805 0.554 -0.389


<a> (0.0019 hartree below the next structure)


<a>
8
Properties=species:S:1:pos:R:3 method="wB97M-V/def2-TZVPD" homo_lumo_gap_ev="7.86 / 8.94" homo_ha="-0.318 / -0.380"
N -0.157 -1.566 0.065
O 0.662 0.766 -1.099
H -0.964 0.772 -0.588
O -0.433 0.074 -0.974
C 0.900 -1.975 -0.267
C 2.128 -2.375 -0.690
Cl 3.523 -2.459 0.333
Cl 2.133 -2.985 -2.255


<b>
8
Properties=species:S:1:pos:R:3 method="wB97M-V/def2-TZVPD" smiles="O=[N+]([O-])/C(Cl)=C/Cl" homo_lumo_gap_ev=9.78 homo_ha=-0.370
C 1.445 0.071 0.209
H -0.575 -0.531 -0.709
O 2.205 2.104 1.331
N 1.230 1.736 0.722
O 0.129 2.122 0.636
Cl 0.592 -2.433 -0.244
C 0.426 -0.708 -0.213
Cl 2.858 -0.464 0.899


<b> (0.0905 hartree below the next structure)


<a>
8
Properties=species:S:1:pos:R:3 method="wB97M-V/def2-TZVPD" homo_lumo_gap_ev=9.03 homo_ha=-0.317
N -0.891 0.604 0.489
H -1.311 -0.369 0.415
H 2.972 0.746 -0.957
S 2.671 -0.372 -0.202
S 0.118 1.075 -0.671
O 1.036 -0.427 -0.803
H -0.988 1.085 1.368
O 2.687 0.266 1.093


<b>
8
Properties=species:S:1:pos:R:3 method="wB97M-V/def2-TZVPD" homo_lumo_gap_ev=9.81 homo_ha=-0.336
H 0.930 1.539 -2.151
N -0.945 -0.173 1.004
S 0.989 1.576 -0.762
O -0.235 -2.173 -0.102
O 1.134 0.036 -0.485
H -0.875 -0.769 1.788
H -0.534 0.814 1.129
S -0.464 -0.850 -0.420


<b> (0.0146 hartree below the next structure)


<a>
7
Properties=species:S:1:pos:R:3 method="wB97M-V/def2-TZVPD" smiles="O=C([O-])n1[nH]o1" homo_lumo_gap_ev=8.72 homo_ha=-0.156 total_charge=-1
O -0.468 -3.285 0.997
O -0.676 -2.713 -1.212
C -0.653 -2.561 0.001
N -0.970 -1.062 0.368
H -0.569 0.493 1.634
O -0.014 -0.097 -0.007
N -0.203 -0.414 1.337


<b>
7
Properties=species:S:1:pos:R:3 method="wB97M-V/def2-TZVPD" smiles="O=C([O-])n1[nH]o1" homo_lumo_gap_ev=7.92 homo_ha=-0.132 total_charge=-1
C -1.142 0.029 -0.238
H 2.127 0.123 -0.269
O 0.838 -0.862 0.883
N 1.249 0.329 0.251
N 0.224 -0.435 -0.330
O -1.246 1.549 0.162
O -2.051 -0.733 -0.459


<a> (0.0648 hartree below the next structure)